(1)
Below is a molecular structure, C33H28F9O4P3Sm at a distorted geometry, with properties calculated with the ωB97M-V functional and the def2-TZVPD basis.

```
78
Properties=species:S:1:pos:R:3:mulliken_charge:R:1
Sm -1.82646 0.32571 0.46723 1.0021
O -4.01604 3.63948 0.93270 -0.5460
C -3.57547 2.52600 0.74718 0.5255
O -2.23229 2.34688 0.72586 -0.4291
C -4.60688 1.30527 0.71331 0.5289
O -4.01124 0.25630 0.26905 -0.4731
O -5.76369 1.45661 1.00396 -0.5469
C -3.84951 -2.08884 3.21502 -1.6747
P -2.27663 -2.14367 2.27965 1.3880
C -1.22696 -2.55855 3.70045 -1.3867
C -2.59934 -3.68335 1.40481 -0.0093
C -2.72986 -4.91718 2.12573 -0.5775
C -3.03083 -6.12548 1.52364 -0.9938
C -3.31630 -6.06965 0.09725 -0.6235
C -3.17787 -4.90628 -0.65198 -0.5569
C -2.77681 -3.71708 -0.00942 0.2666
P -2.50338 -2.19455 -0.96682 0.8536
C -4.02800 -1.90400 -2.02498 -1.2912
C -1.25954 -2.77264 -2.26253 -1.1206
H -3.79766 -1.44173 4.05619 0.5279
H -4.13479 -3.07374 3.61057 0.4601
H -4.61636 -1.87643 2.53723 0.4215
H -1.72712 -2.23653 4.60668 0.4977
H -0.27607 -1.98582 3.60969 0.2129
H -1.04005 -3.62550 3.83709 0.4229
H -2.51260 -4.90882 3.15721 0.4171
H -2.89439 -6.97164 2.07579 0.5175
H -3.65649 -7.02773 -0.29052 0.3790
H -3.18903 -4.95002 -1.75414 0.3312
H -3.78565 -1.01109 -2.61526 0.4174
H -4.86168 -1.65466 -1.36812 0.3411
H -4.27242 -2.67453 -2.75177 0.4220
H -1.68758 -3.22492 -3.16561 0.4480
H -0.39982 -3.33335 -1.80471 0.3178
H -0.86239 -1.80459 -2.59609 0.3498
F 8.11960 -0.99418 -0.18294 -0.2677
C 7.64193 0.26336 -0.25604 0.8736
F 8.15760 0.96506 0.80880 -0.2434
F 8.20644 0.73676 -1.45014 -0.2483
C 6.15098 0.28253 -0.33924 0.0379
C 5.37531 -0.93138 -0.55792 -0.6343
C 4.03401 -0.90304 -0.91032 -0.7701
C 3.36635 0.40774 -0.84969 0.2419
C 4.07097 1.55194 -0.44456 0.0816
C 5.43429 1.48212 -0.17034 -1.0852
P 1.63812 0.47656 -1.15492 0.2914
C 1.03583 1.12333 0.43564 0.4011
C 0.98596 2.51255 0.74940 0.5277
C 0.45657 2.96428 1.95921 -1.4006
C 0.17710 2.07162 2.99569 0.2666
C 0.25281 0.63158 2.68897 -1.0498
C 0.68593 0.17165 1.42329 -0.4556
C -0.04012 2.53715 4.37816 0.7505
F -0.70999 3.76347 4.49142 -0.2511
F -0.71857 1.67236 5.22261 -0.2450
F 1.18633 2.71263 4.96539 -0.2370
C 1.50717 1.97988 -2.27433 0.7086
C 2.57923 2.39384 -3.10153 -0.6018
C 2.31239 3.38464 -4.08332 -0.8357
C 1.06093 4.13690 -4.13997 -0.1073
C 0.15676 3.84024 -3.08299 -0.9596
C 0.32640 2.75031 -2.23946 -0.0672
C 0.59317 4.93352 -5.28139 0.8294
F 0.07212 4.19406 -6.33724 -0.2537
F -0.43748 5.86309 -4.96717 -0.2703
F 1.55744 5.66898 -5.91543 -0.2526
H 5.85268 -1.93303 -0.34820 0.3574
H 3.38063 -1.72969 -1.09916 0.5453
H 3.65924 2.55046 -0.36677 0.4048
H 5.97365 2.41025 0.05321 0.4151
H 1.42477 3.23263 0.06293 0.5738
H 0.45138 4.04948 2.22874 0.4128
H 0.02740 -0.01294 3.50289 0.4851
H 0.91542 -0.88419 1.23298 0.5240
H 3.53601 1.89952 -3.04477 0.4787
H 3.08155 3.67495 -4.76884 0.4552
H -0.62389 4.54313 -2.85517 0.5194
H -0.39323 2.58209 -1.41177 0.2352
```

Properties
Energy relative to the best compared isomer or geometry (same formula, charge and spin) ... 11.84 kcal/mol
Orbital gap (alpha / beta) ... 7.57 / 7.73 eV
Spin multiplicity ... 6
Total charge ... +1
DFT total energy ... -113088.15763 eV
HOMO energy (alpha / beta) ... -12.0 / -12.0 eV
⟨S²⟩ ... 8.76

---

(2)
Below is a molecular structure, C33H28N5O2ReS4Sb at a distorted geometry, with properties calculated with the ωB97M-V functional and the def2-TZVPD basis.

```
74
Properties=species:S:1:pos:R:3:mulliken_charge:R:1
Re -6.00988 -6.46503 16.93906 0.3526
O -11.93104 -5.32423 20.73267 -0.6061
N -10.93578 -5.36171 21.43256 1.0456
O -10.89593 -5.28151 22.64136 -0.5993
C -9.60566 -5.48462 20.76601 -0.1062
C -8.54208 -5.03179 21.43265 -0.7965
C -7.22494 -5.07029 20.83249 1.0974
C -6.09241 -4.38732 21.38979 -0.5944
C -4.90258 -4.38389 20.69646 -1.1614
C -4.84218 -5.09363 19.47204 -0.3315
N -5.89413 -5.69731 18.95657 0.4536
C -7.06728 -5.73488 19.61841 -0.4159
C -8.21142 -6.29550 18.97837 -0.3036
N -7.92580 -6.90974 17.81493 0.2372
C -8.94567 -7.35491 17.09766 -0.1488
C -10.28887 -7.21540 17.47423 -1.0720
C -10.53839 -6.62128 18.68023 -0.8602
C -9.47022 -6.13842 19.49142 1.1113
H -8.68821 -4.66779 22.46892 0.5455
H -6.26463 -3.96510 22.37821 0.4967
H -4.01598 -3.85540 21.07536 0.4745
H -3.93583 -5.10185 18.89440 0.5153
H -8.70769 -7.84641 16.17280 0.4131
H -11.09041 -7.69205 16.90727 0.4870
H -11.54248 -6.46002 19.01544 0.5981
S -3.23015 -7.58631 13.29063 -0.4574
Sb -4.21562 -8.89346 14.67527 0.8966
S -6.40201 -8.01188 15.22351 -0.5065
S -3.67037 -7.10644 16.93727 -0.6412
S -3.99055 -10.90327 15.48282 -0.4689
N -4.66869 -14.33694 22.79578 -0.4350
C -4.85800 -13.35604 22.20868 -0.1783
C -4.96974 -12.12969 21.45083 0.6842
C -4.05884 -11.10773 21.69007 -0.7906
C -4.15658 -10.03314 20.84225 -0.5244
C -5.10517 -9.97467 19.78776 0.0998
C -6.01258 -11.00481 19.60688 -0.4918
C -5.92338 -12.08368 20.46229 -0.6003
C -4.83993 -8.95079 18.83724 1.2168
C -4.39893 -8.06344 18.12679 -0.3119
H -3.29949 -11.08967 22.46050 0.4659
H -3.45180 -9.17923 20.87916 0.3980
H -6.78296 -11.04829 18.84642 0.5218
H -6.62957 -12.89611 20.32787 0.4386
C -2.68255 -3.77216 16.07833 -0.9241
C -3.87465 -3.12405 15.38555 0.4098
C -4.34033 -3.90302 14.15533 -1.3142
C -4.98597 -2.71709 16.33233 0.2915
C -4.96559 -1.38134 16.87114 -0.7439
C -6.09152 -0.81687 17.45391 -1.0471
C -7.31575 -1.53229 17.47853 -0.6847
C -7.37039 -2.85170 17.02108 0.3920
C -8.61486 -3.61201 16.73694 2.8507
C -9.81581 -3.22335 17.60593 -2.0725
C -8.93867 -3.33217 15.26580 -1.6206
C -6.16999 -3.46495 16.57366 0.2083
N -6.20032 -4.83174 16.38320 0.7016
H -1.88227 -3.88083 15.32767 0.4517
H -2.93317 -4.76933 16.45409 -0.1450
H -2.30917 -3.12757 16.87481 0.3287
H -3.43387 -2.14971 14.98996 0.4337
H -4.65483 -4.92077 14.39890 0.0871
H -3.58216 -3.96467 13.36365 0.4141
H -5.18579 -3.43401 13.65739 0.3521
H -4.01307 -0.82274 16.81914 0.4613
H -6.03860 0.22220 17.78924 0.4244
H -8.20371 -0.98786 17.68794 0.4854
H -8.44419 -4.67977 16.85211 -1.3670
H -10.15791 -2.25496 17.33854 0.6462
H -9.68568 -3.18199 18.66867 0.3263
H -10.63494 -3.93290 17.39725 0.3631
H -9.08077 -2.27626 15.15629 0.3867
H -9.83671 -3.85499 14.99343 0.4645
H -8.09982 -3.62428 14.58293 0.2926
```

Properties
Energy relative to the best compared isomer or geometry (same formula, charge and spin) ... 14.51 kcal/mol
Orbital gap ... 5.99 eV
Spin multiplicity ... 1
Total charge ... +1
DFT total energy ... -98220.56407 eV
HOMO energy ... -10.9 eV

---

(3)
Below is a molecular structure, C33H29BCo2F6O8 at a distorted geometry, with properties calculated with the ωB97M-V functional and the def2-TZVPD basis.

```
79
Properties=species:S:1:pos:R:3:mulliken_charge:R:1
C 2.85633 -5.42569 1.70296 -1.9131
C 2.00935 -4.16754 1.77784 1.9314
C 1.35354 -4.11222 3.16067 -1.8209
O 2.82667 -3.04349 1.57785 -0.6302
B 1.94154 -2.01474 1.04836 1.3077
C 1.60303 -0.96855 2.28225 0.4077
C 2.44774 -0.89894 3.37454 -0.9154
C 2.11210 -0.06817 4.44342 0.3165
C 2.98174 -0.10886 5.67299 0.8712
F 2.37263 0.45144 6.75957 -0.2916
F 3.30618 -1.40164 6.00960 -0.2549
F 4.16567 0.56038 5.47634 -0.2741
C 1.02119 0.78418 4.38327 -1.0481
C 0.22337 0.72662 3.25459 -0.0333
C -0.93170 1.66015 3.06925 0.7525
F -0.91863 2.21553 1.80487 -0.2065
F -2.13470 1.01256 3.18748 -0.2762
F -0.93796 2.69458 3.94860 -0.3234
C 0.45117 -0.21167 2.24998 -0.2633
C 2.79249 -1.13726 -0.07434 -1.3911
C 2.10549 -0.02256 -0.73314 -0.8213
C 0.76815 0.17305 -0.88756 0.2763
C 0.37287 1.09054 -1.92208 -0.3517
O 0.74029 -2.60100 0.52760 -0.5213
C 0.91247 -4.00101 0.59957 1.3780
C 1.46244 -4.51421 -0.72839 -1.9990
C -0.42364 -4.66190 0.87608 -2.0380
H 2.22458 -6.31553 1.80926 0.3122
H 3.40725 -5.48109 0.75876 0.3682
H 3.57774 -5.41851 2.52526 0.4710
H 0.86927 -5.07097 3.38925 0.4057
H 2.12488 -3.92865 3.91946 0.3990
H 0.60445 -3.31096 3.23293 0.2427
H 3.35221 -1.49778 3.42926 0.4680
H 0.79634 1.46852 5.19550 0.5373
H -0.26605 -0.30545 1.44452 0.0548
H 3.65411 -0.71385 0.45278 0.2903
H 3.21458 -1.84189 -0.80934 0.3735
H 2.75109 0.67237 -1.28752 0.3603
H -0.00346 -0.46803 -0.43672 0.3001
H 0.01059 0.70400 -2.87092 0.3235
H -0.57068 1.57057 -1.44911 -0.8672
H 1.15993 1.82626 -2.07707 0.5591
H 1.50416 -5.61111 -0.72888 0.4020
H 0.79944 -4.19786 -1.54115 0.3596
H 2.46979 -4.11857 -0.92490 0.3451
H -0.29872 -5.74715 0.97626 0.3478
H -0.88033 -4.26995 1.79155 0.3632
H -1.10362 -4.47333 0.03935 0.4347
O -7.09104 0.36563 -0.06383 -0.2886
C -6.14162 0.90940 -0.42268 0.4064
Co -4.70629 1.76622 -1.01699 -0.0131
C -5.31394 3.01398 0.07084 0.2217
O -5.74010 3.82854 0.77824 -0.3348
C -3.54588 0.64895 -0.24588 0.5105
O -2.77371 -0.08135 0.20479 -0.3860
C -3.45953 3.12638 -1.75397 -0.8032
C -2.21932 2.66235 -2.09677 -0.8344
C -0.83980 2.82088 -1.73147 2.1209
C -0.11525 3.63065 -2.80759 0.3595
C 0.56979 4.81059 -2.46840 -0.5725
C 1.39698 5.44668 -3.40362 -0.5461
C 1.49980 4.97042 -4.71615 -0.4930
C 0.68035 3.91107 -5.09298 -0.8032
C -0.14744 3.27566 -4.15630 -0.0422
Co -3.47174 1.97433 -3.15165 -0.2337
C -4.92365 0.83500 -2.77448 0.5921
O -5.61197 0.02764 -3.27416 -0.4558
C -2.49050 0.70035 -3.87376 0.0762
O -1.88019 -0.14479 -4.37626 -0.3286
C -4.13094 2.63050 -4.66320 0.1564
O -4.58657 2.97853 -5.66230 -0.3158
H -3.78505 4.17388 -1.63951 0.7475
H -0.69493 3.33184 -0.77031 0.7378
H 0.51150 5.19813 -1.44591 0.4170
H 2.01089 6.29866 -3.10474 0.3737
H 2.19125 5.42605 -5.43501 0.3917
H 0.71768 3.52808 -6.11006 0.4095
H -0.78617 2.45513 -4.47657 0.2110
```

Properties
Energy relative to the best compared isomer or geometry (same formula, charge and spin) ... 14.45 kcal/mol
Orbital gap ... 4.80 eV
Spin multiplicity ... 1
Total charge ... 0
DFT total energy ... -143302.40661 eV
HOMO energy ... -7.5 eV